A molecular structure, C24H56N6O8Pt at a distorted geometry, computed with ωB97M-V/def2-TZVPD.

```
95
Properties=species:S:1:pos:R:3
Pt 22.3575 8.6007 -11.4132
C 26.8139 12.4717 -12.2944
C 26.5231 12.3459 -10.8425
C 26.5926 13.7835 -10.2371
O 25.4512 11.5692 -10.3924
H 26.0759 13.0756 -12.8222
H 26.9498 11.5604 -12.8769
H 27.7417 13.0116 -12.4835
H 27.4139 11.8579 -10.4469
H 26.8535 13.7363 -9.1798
H 25.7231 14.4203 -10.3999
H 27.3704 14.3442 -10.7555
C 19.7433 13.0800 -11.2052
C 18.6685 12.0189 -10.9266
C 17.7004 11.8480 -12.0651
O 19.2317 10.7960 -10.5824
H 20.1687 13.4842 -10.2867
H 19.2157 13.8614 -11.7522
H 20.5608 12.7402 -11.8410
H 18.0787 12.4453 -10.1151
H 16.9895 11.0429 -11.8796
H 18.3113 11.5103 -12.9022
H 17.1730 12.7809 -12.2642
C 22.6645 4.8408 -7.5990
O 22.6322 5.5876 -8.5527
N 22.6079 5.1775 -6.3189
C 22.7036 4.2281 -5.1705
C 22.3212 6.6062 -5.9250
H 22.8775 3.7631 -7.6731
H 23.5201 4.4379 -4.4795
H 23.0105 3.2336 -5.4943
H 21.7273 4.1993 -4.6867
H 22.0399 7.0888 -6.8610
H 21.4712 6.8307 -5.2806
H 23.2151 7.1192 -5.5703
C 22.3425 10.8492 -17.0653
O 22.3430 10.0843 -16.0889
N 23.1285 10.7861 -18.1416
C 24.1359 9.7457 -18.2182
C 22.9314 11.7151 -19.2706
H 21.5907 11.6405 -17.2095
H 24.3442 9.0861 -17.3758
H 25.1112 10.1280 -18.5195
H 24.0124 9.0588 -19.0556
H 23.8730 12.2258 -19.4720
H 22.7023 11.1155 -20.1516
H 22.3431 12.5706 -18.9390
C 11.7232 7.4960 -11.5524
O 10.7491 8.1141 -11.2500
N 11.6623 6.3536 -12.2590
C 12.8902 5.7613 -12.6787
C 10.4587 5.7496 -12.7141
H 12.7088 7.9435 -11.3510
H 12.9824 5.7364 -13.7645
H 12.9231 4.7347 -12.3138
H 13.8023 6.2956 -12.4129
H 10.4027 5.9655 -13.7810
H 10.4743 4.6652 -12.6055
H 9.5947 6.2206 -12.2452
C 17.2327 16.4675 -5.2992
O 17.1913 16.5879 -4.0705
N 17.6337 17.4629 -6.0969
C 17.3979 17.3175 -7.5461
C 18.1316 18.7623 -5.5658
H 16.9978 15.5185 -5.8057
H 17.1495 16.2847 -7.7905
H 18.2752 17.6517 -8.1001
H 16.5791 17.9824 -7.8210
H 17.2895 19.4540 -5.5905
H 18.4161 18.7073 -4.5150
H 19.0301 19.0604 -6.1061
C 23.6061 12.3631 -3.7907
O 24.3496 12.4209 -2.8269
N 22.3275 12.7602 -3.8612
C 21.5985 12.7711 -5.1803
C 21.5627 13.2653 -2.7394
H 23.9711 12.0367 -4.7768
H 22.0020 12.1019 -5.9402
H 21.7059 13.8073 -5.5009
H 20.5469 12.5576 -4.9889
H 22.2074 13.2444 -1.8607
H 21.1137 14.2462 -2.8952
H 20.7584 12.5578 -2.5382
C 21.9815 17.4223 -14.6433
O 21.7365 16.9565 -15.7548
N 21.5176 18.6363 -14.2312
C 21.8860 19.0805 -12.8744
C 20.9147 19.5563 -15.1254
H 22.5278 16.8769 -13.8582
H 22.3162 18.2712 -12.2845
H 20.9260 19.4052 -12.4730
H 22.6959 19.8079 -12.9307
H 20.5842 19.0374 -16.0252
H 20.0665 20.0822 -14.6871
H 21.6567 20.2605 -15.5015
```

Summary:
Relative energy (zero: lowest compared OMol25 entry of this formula, charge and spin): 557.8 kJ/mol
Multiplicity: 3
Frontier orbital gap (alpha / beta): 6.682 / 5.651 eV
LUMO level (alpha / beta): -0.0090 / -0.0469 Eh
Calculated total energy: -1997.42337 Ha

Here are the Mulliken charges for atoms 1 to 8, given in e: atom 1 (Pt): 0.03, atom 2 (C): -1.29, atom 3 (C): 0.64, atom 4 (C): -1.13, atom 5 (O): -0.36, atom 6 (H): 0.31, atom 7 (H): 0.35, atom 8 (H): 0.38



A molecular structure, C24H56N8O12SZn at a distorted geometry, computed with ωB97M-V/def2-TZVPD.

```
102
Properties=species:S:1:pos:R:3
Zn 0.0719 1.7123 -1.3532
S 0.3425 -0.0659 0.5298
O 1.4596 0.0573 1.4346
O -0.4339 1.1506 0.5443
O 0.8046 0.0503 -0.8495
O -0.5695 -1.1952 0.6345
C 2.7696 0.3384 4.4310
C 2.4347 1.7761 4.3230
O 2.7939 2.5766 5.1500
N 1.7034 2.0948 3.2980
C 0.9568 3.3772 3.2383
H 1.9238 -0.1883 4.8729
H 3.5405 0.1959 5.1884
H 3.1394 -0.1615 3.5358
H 1.5058 1.4179 2.5748
H -0.0998 3.1821 3.0551
H 1.3012 4.0335 2.4391
H 1.0857 3.9588 4.1511
C 4.1538 3.4699 -1.2615
C 3.1289 2.5694 -0.4580
O 1.9534 2.5803 -0.8706
N 3.4661 1.8192 0.5298
C 4.8898 1.5837 0.8809
H 3.7082 4.0305 -2.0832
H 4.7314 2.6755 -1.7342
H 4.9704 4.0281 -0.8034
H 2.8349 1.1767 0.9869
H 4.9154 0.9018 1.7308
H 5.5772 2.3994 1.1049
H 5.3088 1.1115 -0.0077
C -3.8449 1.6124 1.6174
C -5.1681 2.2039 1.3543
O -6.1455 1.5374 1.0241
N -5.1136 3.5217 1.2640
C -6.2440 4.4008 0.9394
H -3.2218 1.5165 0.7282
H -3.9858 0.6768 2.1586
H -3.1475 2.1864 2.2275
H -4.2686 4.0011 1.5403
H -5.7769 5.3187 0.5824
H -6.6393 4.6393 1.9269
H -6.9286 4.0981 0.1471
C -3.1852 -1.1089 -1.4305
C -2.1088 -0.3944 -2.2178
O -1.5963 0.6506 -1.8834
N -1.8256 -1.0348 -3.3545
C -1.0158 -0.4038 -4.3880
H -4.0748 -0.4829 -1.3610
H -2.9008 -1.4707 -0.4424
H -3.4529 -2.0853 -1.8343
H -2.1498 -1.9703 -3.5542
H -0.0980 -0.0076 -3.9537
H -1.5478 0.3713 -4.9397
H -0.6291 -1.0498 -5.1762
C 1.2086 4.0316 -4.3773
C 1.2271 2.5628 -4.0296
O 0.4638 2.0331 -3.2320
N 2.2939 1.8512 -4.4991
C 2.5053 0.4476 -4.0922
H 1.7516 4.2124 -5.3050
H 1.5417 4.5890 -3.5019
H 0.1640 4.2958 -4.5422
H 2.9696 2.2621 -5.1273
H 2.4135 -0.2287 -4.9421
H 1.8639 0.0608 -3.3003
H 3.5570 0.4824 -3.8079
C -0.7210 -1.0999 3.8495
C -2.1004 -1.7128 3.8342
O -2.4686 -2.1556 4.8939
N -2.7129 -1.9187 2.6537
C -4.0172 -2.6351 2.4798
H -0.4915 -0.7258 4.8472
H -0.5813 -0.2929 3.1303
H 0.0972 -1.7545 3.5491
H -2.2102 -1.5102 1.8788
H -4.7481 -2.3194 3.2244
H -3.8870 -3.7020 2.6608
H -4.3668 -2.5302 1.4528
C -0.0299 -4.5954 2.5054
C -1.0195 -4.9311 1.4031
O -1.7869 -5.9240 1.5191
N -1.0058 -4.1923 0.3325
C -1.6915 -4.4748 -0.8752
H 0.7095 -3.8052 2.3756
H 0.2551 -5.6337 2.6748
H -0.6194 -4.2643 3.3603
H -0.6026 -3.2712 0.4280
H -2.6896 -4.8499 -0.6491
H -1.0570 -5.2408 -1.3211
H -1.6614 -3.6860 -1.6268
C 3.6315 -1.5017 -1.0278
C 3.0138 -2.2781 -2.1224
O 3.6755 -2.6964 -3.0796
N 1.7272 -2.4125 -2.0947
C 0.9558 -3.2909 -2.9102
H 4.1585 -0.5810 -1.2780
H 4.4374 -2.1347 -0.6565
H 2.9876 -1.2325 -0.1906
H 1.2518 -1.9801 -1.3154
H 0.1581 -2.7776 -3.4471
H 0.5989 -4.0627 -2.2282
H 1.5522 -3.8094 -3.6608
```

Summary:
Total charge: +1
Multiplicity: 2
Frontier orbital gap (alpha / beta): 8.649 / 3.462 eV
LUMO level (alpha / beta): -0.0969 / -0.2874 Eh
Calculated total energy: -4466.34916 Ha

Here are the Mulliken charges for atoms 1 to 8, given in e: atom 1 (Zn): 0.75, atom 2 (S): -0.93, atom 3 (O): -0.98, atom 4 (O): -0.68, atom 5 (O): 1.01, atom 6 (O): 0.75, atom 7 (C): -0.63, atom 8 (C): 0.95



A molecular structure, C24H56N8O8 at a distorted geometry, computed with ωB97M-V/def2-TZVPD.

```
96
Properties=species:S:1:pos:R:3
C 5.4564 0.5070 1.1605
O 5.9195 1.5209 0.6215
N 4.2108 0.1077 0.9892
C 3.6681 -1.0808 1.6453
C 3.2937 0.8090 0.0386
H 5.9596 -0.1121 1.9192
H 3.5083 -1.8130 0.8538
H 2.7048 -0.8430 2.0965
H 4.2183 -1.5308 2.4716
H 2.3870 1.1782 0.5177
H 3.7647 1.5049 -0.6557
H 2.9288 0.0087 -0.6053
C -1.6481 -3.4514 -1.2392
O -0.9325 -2.4227 -1.2215
N -2.3619 -3.9862 -0.1890
C -3.0412 -5.2896 -0.3204
C -2.5360 -3.3079 1.1410
H -1.5953 -4.1935 -2.0508
H -2.5034 -6.0012 0.3061
H -3.0990 -5.6774 -1.3374
H -4.0516 -5.3129 0.0877
H -1.6348 -3.2317 1.7494
H -2.8775 -2.2796 1.0225
H -3.2453 -3.7705 1.8273
C -3.3727 -1.1431 4.7635
O -4.5313 -1.1212 5.1508
N -3.0342 -1.2406 3.4953
C -1.6434 -1.1454 3.0891
C -3.8983 -1.3393 2.3610
H -2.5408 -1.1361 5.4847
H -0.9606 -1.2354 3.9340
H -1.4502 -0.1700 2.6425
H -1.3372 -2.0072 2.4961
H -4.9185 -1.5538 2.6792
H -3.9481 -0.4520 1.7299
H -3.7653 -2.2484 1.7746
C 0.1764 2.6344 -3.3652
O 1.0993 3.4749 -3.4576
N -0.1921 2.2354 -2.1484
C 0.4454 2.6524 -0.9057
C -1.3468 1.4054 -1.9995
H -0.3545 2.2469 -4.2485
H 0.5780 3.7271 -0.7814
H 1.3916 2.1581 -0.6853
H -0.1734 2.4999 -0.0215
H -2.2652 1.7015 -2.5064
H -0.9537 0.4236 -2.2634
H -1.6318 1.5370 -0.9557
C -4.8531 0.5400 -0.0632
O -4.8126 0.3807 1.1275
N -3.8212 0.1844 -0.8782
C -3.9804 0.4067 -2.2698
C -2.6426 -0.5492 -0.4244
H -5.7335 0.9761 -0.5602
H -4.8368 1.0193 -2.5517
H -4.2896 -0.5359 -2.7214
H -3.2286 0.6937 -3.0051
H -2.7623 -0.8667 0.6114
H -2.4831 -1.4737 -0.9792
H -1.7798 0.1040 -0.5549
C 0.9617 2.1304 1.6932
O -0.1772 2.5309 1.3152
N 2.0414 2.8815 1.6671
C 3.2704 2.4935 2.3353
C 2.1230 4.2321 1.1771
H 1.1165 1.0955 2.0355
H 3.3357 3.0937 3.2429
H 4.2371 2.6887 1.8711
H 3.1067 1.4329 2.5264
H 1.2947 4.4405 0.4999
H 2.2565 4.9354 1.9991
H 2.9944 4.5470 0.6030
C 4.3906 0.5801 -4.0961
O 4.7487 1.5079 -4.7715
N 3.3776 0.6239 -3.1904
C 2.8569 -0.5620 -2.5829
C 2.6317 1.7956 -2.7290
H 4.7391 -0.4636 -4.1338
H 1.8737 -0.9189 -2.8896
H 2.7959 -0.4464 -1.5008
H 3.4501 -1.4735 -2.6572
H 3.0910 2.7188 -3.0825
H 1.6180 1.8812 -3.1203
H 2.4811 1.7535 -1.6503
C 0.0369 -0.8722 -1.4560
O 0.8875 -0.4182 -2.2370
N 0.0148 -0.5755 -0.1682
C -1.0655 -1.0691 0.6634
C 1.1613 0.0275 0.5694
H -0.7993 -1.5536 -1.6769
H -0.6256 -1.8900 1.2296
H -1.9054 -1.5067 0.1239
H -1.3944 -0.3275 1.3914
H 1.1572 -0.0841 1.6537
H 2.0548 -0.4418 0.1577
H 1.2202 1.0967 0.3660
```

Summary:
Relative energy (zero: lowest compared OMol25 entry of this formula, charge and spin): 3783.1 kJ/mol
Multiplicity: 1
Frontier orbital gap: 6.579 eV
LUMO level: -0.0186 Eh
Calculated total energy: -1986.76845 Ha

Here are the Mulliken charges for atoms 1 to 8, given in e: atom 1 (C): 0.06, atom 2 (O): -0.58, atom 3 (N): 0.65, atom 4 (C): -0.69, atom 5 (C): -1.06, atom 6 (H): 0.29, atom 7 (H): 0.25, atom 8 (H): 0.21



5 unconnected molecules or ions with the total composition C24H57N3O5 at a distorted geometry, computed with ωB97M-V/def2-TZVPD.

```
89
Properties=species:S:1:pos:R:3
C -5.3472 2.0927 3.6522
C -4.1122 1.4956 2.9635
C -4.5979 0.8498 1.6728
C -3.4691 0.5827 0.6691
C -2.7490 1.9024 0.4057
C -2.1702 2.5638 1.6537
N -3.2440 2.6254 2.6505
O -2.8057 3.2392 3.8454
C -0.9378 1.7739 2.1376
C -1.7925 3.9897 1.2830
C -3.5343 0.4418 3.9169
H -6.2089 1.4188 3.6653
H -5.6724 2.9851 3.1140
H -5.1466 2.3853 4.6839
H -5.0798 -0.0950 1.9436
H -5.3685 1.4703 1.2099
H -3.8950 0.2120 -0.2619
H -2.7679 -0.1278 1.1124
H -3.4169 2.6003 -0.1051
H -1.9356 1.6783 -0.2934
H -0.1979 1.6797 1.3472
H -0.4133 2.3053 2.9383
H -1.2729 0.7911 2.4547
H -1.1572 4.0735 0.4009
H -2.6940 4.5951 1.2018
H -1.2090 4.4487 2.0932
H -4.3323 -0.2925 4.0660
H -3.2993 0.8593 4.8932
H -2.7080 -0.1313 3.4958
H -2.0624 2.7118 4.1768
C 3.8736 -2.0683 3.9492
C 3.6233 -1.5123 2.5453
C 4.5460 -0.3190 2.3170
C 4.5008 0.1756 0.8980
C 4.9749 -0.9600 -0.0341
C 4.1725 -2.2518 0.1568
N 4.0406 -2.5310 1.5793
O 3.3258 -3.7388 1.7941
C 2.8378 -2.1599 -0.6056
C 4.9861 -3.3923 -0.4636
C 2.1450 -1.1367 2.4494
H 4.8736 -2.5117 3.9941
H 3.1447 -2.8298 4.2146
H 3.8775 -1.2505 4.6709
H 4.2481 0.4841 3.0038
H 5.5653 -0.5818 2.6114
H 5.1576 1.0323 0.7494
H 3.4820 0.4158 0.5959
H 6.0370 -1.1536 0.1213
H 4.8093 -0.6481 -1.0682
H 2.2654 -1.3377 -0.1872
H 3.0590 -2.0671 -1.6664
H 2.2405 -3.0594 -0.4434
H 5.9764 -3.4414 -0.0102
H 4.4572 -4.3335 -0.3165
H 5.1047 -3.2308 -1.5363
H 1.7841 -0.6296 3.3509
H 1.5299 -2.0298 2.3287
H 1.9122 -0.4403 1.6427
H 3.9971 -4.3390 2.1323
C 1.5074 4.5518 -1.6115
O 0.5495 4.0933 -2.5429
H 2.2100 3.7604 -1.3280
H 2.0784 5.3687 -2.0564
H 1.0570 4.9591 -0.6959
H 0.3620 3.1565 -2.3784
C 0.6654 0.8086 -1.2041
O -0.1129 1.4184 -2.2157
H 0.2595 -0.1327 -0.8043
H 1.6082 0.4424 -1.6424
H 0.8764 1.4929 -0.3910
H -0.2933 0.7490 -2.9043
C -2.0146 -1.6628 -3.1781
C -1.2235 -1.4570 -4.4390
C -1.9606 -1.9397 -5.6768
O -2.2073 -3.3171 -5.5373
C -2.9262 -3.8447 -6.6475
N -0.7936 -0.0464 -4.5359
H -2.2535 -2.7153 -3.0060
H -3.0143 -1.2064 -3.2220
H -1.5132 -1.3021 -2.2803
H -0.3024 -2.0443 -4.3451
H -1.3889 -1.7292 -6.5906
H -2.9320 -1.4152 -5.7318
H -3.7335 -3.1577 -6.9207
H -3.3278 -4.8063 -6.3505
H -2.2523 -3.9456 -7.5032
H -0.2564 0.0986 -5.3851
H -1.6181 0.5444 -4.6359
```

Summary:
Relative energy (zero: lowest compared OMol25 entry of this formula, charge and spin): 40.7 kJ/mol
Multiplicity: 1
Frontier orbital gap: 8.909 eV
LUMO level: 0.0214 Eh
Calculated total energy: -1488.98268 Ha
SMILES string: CC1(C)CCCC(C)(C)N1O.CC1(C)CCCC(C)(C)N1O.COC[C@H](C)N.CO.CO

Here are the Mulliken charges for atoms 1 to 8, given in e: atom 1 (C): -2.03, atom 2 (C): 1.77, atom 3 (C): -1.41, atom 4 (C): -0.54, atom 5 (C): -1.00, atom 6 (C): 2.16, atom 7 (N): 0.10, atom 8 (O): -0.49



> Number 3 is which compound?

C24H56N8O8



> What is the formula in the fourth record?

C24H57N3O5



> Which of these has the highest calculated total energy?

C24H57N3O5



> Which of these has the lowest calculated total energy?

C24H56N8O12SZn